[1]
The following is a quantum chemistry calculation of C37H51N4OP2Pd as an isolated structure in a non-equilibrium geometry, from the Open Molecules 2025 dataset.

Output
Total charge: +1
ΔE to the lowest compared entry with this formula, charge and spin in kJ/mol: 54.95
HOMO (alpha / beta) in Eh: -0.336 / -0.383
Spin multiplicity: 3

CARTESIAN COORDINATES (ANGSTROEM)
C: -2.04 -1.88 -0.85
C: 0.06 -1.58 -1.91
C: -2.44 -2.77 -1.85
C: -0.31 -2.46 -2.95
C: -1.56 -3.08 -2.90
H: -3.45 -3.21 -1.81
H: 0.38 -2.64 -3.77
H: -1.87 -3.77 -3.69
N: -0.79 -1.34 -0.87
P: -2.54 0.37 0.72
P: 2.03 -0.57 -0.19
C: -2.97 -1.41 0.24
H: -4.02 -1.56 -0.05
H: -2.79 -1.99 1.17
C: 0.29 1.54 1.87
O: 0.59 2.43 2.58
C: 1.29 -0.74 -1.94
H: 2.00 -1.08 -2.71
C: 3.47 0.70 -0.41
C: 2.75 -2.30 0.22
C: -3.34 1.47 -0.62
C: -3.47 0.60 2.38
C: 3.07 2.05 0.23
H: 3.15 2.01 1.32
H: 3.78 2.82 -0.14
H: 2.05 2.36 -0.03
C: 4.73 0.22 0.35
H: 4.54 0.17 1.44
H: 5.10 -0.76 0.01
H: 5.53 0.96 0.19
C: 3.81 0.92 -1.90
H: 4.85 1.29 -1.98
H: 3.74 -0.01 -2.49
H: 3.15 1.68 -2.35
C: 3.37 -2.27 1.64
H: 3.01 -1.39 2.21
H: 3.04 -3.18 2.18
H: 4.46 -2.26 1.63
C: 1.58 -3.31 0.25
H: 0.68 -2.88 0.72
H: 1.32 -3.67 -0.76
H: 1.90 -4.18 0.85
C: 3.78 -2.79 -0.82
H: 3.90 -2.06 -1.64
H: 4.77 -2.99 -0.38
H: 3.41 -3.74 -1.26
C: -3.20 2.03 2.90
H: -3.15 2.00 4.00
H: -2.24 2.41 2.52
H: -3.99 2.74 2.62
C: -2.89 -0.39 3.41
H: -2.86 -1.42 3.03
H: -1.87 -0.10 3.71
H: -3.54 -0.37 4.31
C: -4.98 0.33 2.27
H: -5.30 -0.26 3.15
H: -5.59 1.25 2.24
H: -5.22 -0.26 1.37
C: -2.64 1.16 -1.96
H: -3.36 0.98 -2.78
H: -2.02 2.03 -2.24
H: -1.97 0.29 -1.86
C: -3.02 2.93 -0.24
H: -1.98 3.01 0.11
H: -3.14 3.57 -1.14
H: -3.70 3.33 0.53
C: -4.86 1.27 -0.83
H: -5.11 0.23 -1.10
H: -5.45 1.56 0.06
H: -5.18 1.92 -1.66
Pd: -0.14 0.12 0.65
N: 0.11 1.26 -1.16
C: 0.72 0.72 -2.14
C: 0.85 1.37 -3.48
C: 0.86 2.78 -3.54
C: 0.96 0.65 -4.69
C: 0.98 3.45 -4.76
H: 0.77 3.32 -2.59
C: 1.07 1.32 -5.92
H: 0.95 -0.45 -4.68
C: 1.09 2.72 -5.96
H: 0.99 4.54 -4.78
H: 1.15 0.74 -6.84
H: 1.18 3.24 -6.92
N: 3.79 0.74 5.83
C: 2.88 0.28 5.29
C: 1.72 -0.32 4.65
C: 0.81 -1.01 5.40
C: -0.18 -1.73 4.73
C: -0.32 -1.68 3.30
N: 0.39 -0.77 2.58
C: 1.48 -0.19 3.28
H: 0.91 -1.02 6.48
H: -0.87 -2.29 5.33
H: -1.08 -2.23 2.83
H: 2.19 0.48 2.78

[2]
The following is a quantum chemistry calculation of C37H52InN5OS2 as an isolated structure in a non-equilibrium geometry, from the Open Molecules 2025 dataset.

Output
Total charge: +2
HOMO in Eh: -0.464

CARTESIAN COORDINATES (ANGSTROEM)
In: -1.32 0.00 -0.44
C: 1.37 1.30 1.39
C: 2.31 0.87 0.51
C: 2.14 1.75 -0.75
C: 1.32 2.78 -0.37
C: 0.79 2.53 0.92
C: 0.01 3.44 1.78
C: -0.84 4.47 1.04
C: -0.86 2.69 2.79
C: 1.17 4.19 2.51
C: 2.59 1.59 -2.17
C: 1.44 2.05 -3.10
C: 2.96 0.17 -2.59
C: 3.78 2.55 -2.42
C: 3.42 -0.06 0.89
C: 4.78 0.57 0.52
C: 3.44 -0.24 2.42
C: 3.25 -1.45 0.24
H: 1.19 0.91 2.37
H: 1.07 3.63 -0.96
H: -1.70 3.98 0.56
H: -0.28 5.02 0.29
H: -1.22 5.19 1.76
H: -1.47 1.94 2.29
H: -1.53 3.39 3.28
H: -0.27 2.21 3.56
H: 1.71 4.82 1.81
H: 1.86 3.49 2.97
H: 0.73 4.81 3.28
H: 0.51 1.55 -2.84
H: 1.70 1.82 -4.13
H: 1.30 3.13 -3.04
H: 2.10 -0.49 -2.46
H: 3.80 -0.21 -2.05
H: 3.22 0.18 -3.65
H: 3.50 3.57 -2.20
H: 4.06 2.48 -3.47
H: 4.64 2.28 -1.81
H: 4.83 1.61 0.86
H: 4.98 0.54 -0.55
H: 5.57 0.02 1.02
H: 3.57 0.71 2.91
H: 4.28 -0.88 2.70
H: 2.53 -0.72 2.78
H: 2.55 -1.42 -0.58
H: 2.89 -2.16 0.97
H: 4.21 -1.82 -0.13
C: -3.36 -3.40 -1.09
C: -4.00 -2.29 -1.82
N: -3.52 -1.11 -1.95
C: -4.34 -0.29 -2.68
C: -5.49 -0.90 -3.11
S: -5.55 -2.52 -2.60
C: -3.97 1.07 -2.96
C: -4.69 1.91 -3.79
S: -3.95 3.44 -3.90
C: -2.70 2.86 -2.82
N: -2.85 1.64 -2.43
C: -1.57 3.72 -2.44
H: -2.35 -3.12 -0.82
H: -3.36 -4.30 -1.71
H: -3.93 -3.61 -0.18
H: -6.29 -0.47 -3.68
H: -5.60 1.70 -4.31
H: -1.94 4.69 -2.10
H: -0.94 3.89 -3.31
H: -1.00 3.24 -1.65
N: 0.01 -3.85 -6.26
C: 0.13 -3.77 -5.13
C: 0.28 -3.65 -3.72
C: 0.79 -4.70 -2.95
C: 0.89 -4.52 -1.58
C: 0.48 -3.31 -1.04
N: -0.01 -2.31 -1.77
C: -0.10 -2.47 -3.08
H: 1.10 -5.62 -3.42
H: 1.29 -5.30 -0.95
H: 0.52 -3.13 0.03
H: -0.50 -1.63 -3.63
O: -2.28 -1.17 1.90
C: -2.33 -2.09 2.71
C: -1.58 -3.38 2.53
C: -0.43 -3.30 3.57
C: -0.09 -1.88 4.09
C: -0.97 -1.35 5.23
C: -2.37 -0.91 4.77
N: -2.90 -1.98 3.93
H: -1.20 -3.45 1.51
H: -2.21 -4.24 2.73
H: 0.47 -3.72 3.12
H: -0.66 -3.92 4.43
H: -0.09 -1.17 3.26
H: 0.93 -1.91 4.48
H: -0.48 -0.50 5.70
H: -1.07 -2.13 5.99
H: -2.33 0.00 4.17
H: -3.03 -0.74 5.62
H: -2.95 -2.85 4.45

[3]
The following is a quantum chemistry calculation of C37H52MgN6O2 as an isolated structure, from the Open Molecules 2025 dataset.

Output
Total charge: 0
ΔE to the lowest compared entry with this formula, charge and spin in kJ/mol: 0.00
HOMO in Eh: -0.295

CARTESIAN COORDINATES (ANGSTROEM)
Mg: -0.07 -0.39 0.33
C: 1.93 3.16 -2.54
C: 2.33 2.21 -1.41
C: 3.09 2.98 -0.33
C: 3.16 1.03 -1.88
C: 3.95 1.15 -3.02
C: 4.79 0.12 -3.42
C: 4.85 -1.03 -2.65
C: 4.09 -1.18 -1.49
C: 4.29 -2.46 -0.70
C: 4.10 -3.72 -1.56
C: 5.68 -2.50 -0.05
C: 3.22 -0.15 -1.11
N: 2.35 -0.22 0.02
C: 2.98 -0.12 1.19
O: 4.19 -0.12 1.43
C: 2.06 0.20 2.36
C: 2.58 0.53 3.60
C: 1.74 1.10 4.54
C: 0.43 1.40 4.18
C: -0.01 1.02 2.93
N: 0.77 0.36 2.08
C: -1.37 1.43 2.40
O: -2.05 2.18 3.10
N: -1.65 0.94 1.19
C: -2.96 1.23 0.72
C: -3.10 2.08 -0.40
C: -4.36 2.29 -0.94
C: -5.48 1.69 -0.40
C: -5.34 0.88 0.71
C: -4.10 0.64 1.29
C: -4.08 -0.20 2.56
C: -4.71 0.59 3.72
C: -4.78 -1.55 2.42
C: -1.88 2.78 -0.98
C: -1.55 4.00 -0.12
C: -2.04 3.16 -2.44
H: 1.24 3.92 -2.16
H: 1.44 2.63 -3.36
H: 2.79 3.69 -2.95
H: 1.42 1.82 -0.95
H: 3.99 3.42 -0.75
H: 3.40 2.31 0.48
H: 2.48 3.78 0.09
H: 3.91 2.05 -3.61
H: 5.39 0.21 -4.31
H: 5.52 -1.83 -2.95
H: 3.55 -2.47 0.11
H: 4.99 -3.90 -2.16
H: 3.26 -3.64 -2.24
H: 3.95 -4.59 -0.92
H: 6.45 -2.50 -0.83
H: 5.79 -3.41 0.53
H: 5.83 -1.64 0.59
H: 3.64 0.37 3.78
H: 2.11 1.37 5.52
H: -0.25 1.94 4.83
H: -4.47 2.94 -1.80
H: -6.46 1.86 -0.83
H: -6.23 0.43 1.15
H: -3.03 -0.38 2.84
H: -5.76 0.79 3.50
H: -4.19 1.53 3.86
H: -4.67 0.01 4.64
H: -5.83 -1.42 2.12
H: -4.78 -2.07 3.38
H: -4.31 -2.20 1.68
H: -1.03 2.09 -0.89
H: -2.37 4.72 -0.17
H: -0.64 4.49 -0.48
H: -1.40 3.72 0.92
H: -2.77 3.96 -2.57
H: -2.37 2.32 -3.05
H: -1.10 3.53 -2.85
C: -2.35 -1.06 -1.58
C: -2.64 -2.11 -0.52
N: -1.87 -1.88 0.71
C: -1.34 -3.09 1.33
C: -0.20 -3.63 0.46
N: 0.63 -2.53 -0.04
C: 0.91 -2.56 -1.47
C: -0.23 -1.99 -2.33
N: -0.90 -0.82 -1.71
H: -2.83 -0.12 -1.32
H: -2.78 -1.39 -2.54
H: -2.39 -3.10 -0.90
H: -3.72 -2.12 -0.32
H: -2.41 -1.33 1.37
H: -2.10 -3.87 1.48
H: -0.96 -2.81 2.31
H: -0.61 -4.18 -0.39
H: 0.39 -4.35 1.04
H: 1.52 -2.47 0.45
H: 1.13 -3.57 -1.82
H: 1.80 -1.95 -1.64
H: -0.98 -2.76 -2.52
H: 0.19 -1.72 -3.30
H: -0.76 0.00 -2.30

[4]
The following is a quantum chemistry calculation of C37H53DyNO5P2S7 as an isolated structure in a non-equilibrium geometry, from the Open Molecules 2025 dataset.

Output
Total charge: +1
ΔE to the lowest compared entry with this formula, charge and spin in kJ/mol: 0.00
HOMO (alpha / beta) in Eh: -0.371 / -0.371
Spin multiplicity: 6

CARTESIAN COORDINATES (ANGSTROEM)
Dy: -0.84 -0.77 0.02
C: -3.93 1.09 2.33
C: -2.75 2.04 2.74
S: -1.13 1.26 2.33
C: -0.86 0.32 3.85
C: -1.67 -0.98 4.02
S: -1.52 -2.09 2.59
C: -3.18 -2.75 2.51
C: -3.52 -3.51 1.26
S: -3.28 -2.55 -0.24
C: -4.77 -1.63 -0.57
C: -5.10 -0.64 0.54
S: -3.85 0.65 0.61
H: -4.90 1.60 2.51
H: -3.94 0.17 2.96
H: -2.84 2.35 3.79
H: -2.75 2.95 2.11
H: -1.08 0.96 4.64
H: 0.22 0.12 3.84
H: -2.69 -0.74 4.13
H: -1.38 -1.48 4.92
H: -3.81 -1.91 2.78
H: -3.21 -3.40 3.45
H: -4.58 -3.78 1.26
H: -3.01 -4.48 1.13
H: -5.56 -2.40 -0.85
H: -4.50 -1.11 -1.49
H: -5.14 -1.21 1.47
H: -6.07 -0.18 0.34
O: 0.37 -0.38 -2.04
S: -0.77 -0.60 -2.99
O: -0.52 -1.59 -3.96
O: -1.89 -0.91 -2.03
C: -1.30 0.97 -3.73
C: -1.64 0.88 -5.10
C: -1.95 2.05 -5.81
C: -2.08 3.24 -5.07
C: -1.88 3.26 -3.71
C: -1.44 2.15 -3.01
P: -0.79 2.23 -1.30
C: -1.83 3.67 -0.71
C: -1.32 4.67 0.17
C: -2.09 5.64 0.75
C: -3.47 5.63 0.49
C: -3.98 4.67 -0.37
C: -3.17 3.69 -0.94
C: 0.85 3.15 -1.38
C: 1.54 3.51 -0.22
C: 2.64 4.36 -0.37
C: 3.13 4.80 -1.59
C: 2.41 4.41 -2.71
C: 1.28 3.64 -2.62
H: -1.54 -0.06 -5.67
H: -2.00 2.00 -6.87
H: -2.41 4.16 -5.56
H: -2.00 4.18 -3.17
H: -0.28 4.82 0.32
H: -1.73 6.49 1.44
H: -4.12 6.38 0.91
H: -5.11 4.66 -0.58
H: -3.67 3.05 -1.62
H: 1.18 3.13 0.74
H: 3.18 4.67 0.53
H: 4.00 5.46 -1.55
H: 2.79 4.78 -3.68
H: 0.67 3.51 -3.50
C: 4.50 -0.24 1.60
C: 3.46 0.58 2.41
C: 3.65 2.09 2.27
C: 3.29 0.16 3.86
C: 2.17 0.34 1.64
N: 1.26 0.03 1.01
H: 5.48 -0.21 2.19
H: 4.60 0.20 0.60
H: 4.14 -1.25 1.56
H: 4.67 2.38 2.61
H: 2.93 2.69 2.84
H: 3.65 2.37 1.22
H: 4.23 0.45 4.33
H: 3.01 -0.87 3.88
H: 2.50 0.64 4.42
C: 4.23 -2.00 -1.86
C: 2.71 -2.20 -1.91
C: 2.16 -3.34 -2.76
O: 2.29 -2.27 -0.51
P: 1.54 -3.38 0.36
S: 1.83 -3.08 2.25
S: -0.42 -3.43 -0.30
O: 2.30 -4.65 -0.21
C: 2.59 -5.90 0.48
C: 4.08 -6.26 0.49
C: 1.63 -6.89 -0.25
H: 4.63 -1.81 -2.84
H: 4.79 -2.85 -1.47
H: 4.39 -1.13 -1.22
H: 2.35 -1.23 -2.26
H: 2.81 -4.23 -2.76
H: 2.03 -2.99 -3.75
H: 1.13 -3.69 -2.39
H: 2.27 -5.70 1.51
H: 4.57 -6.44 -0.49
H: 4.09 -7.21 1.09
H: 4.76 -5.54 1.09
H: 1.88 -7.01 -1.28
H: 0.65 -6.43 -0.15
H: 1.73 -7.90 0.25

[5]
The following is a quantum chemistry calculation of C37H53GeIrOPSi3 as an isolated structure, from the Open Molecules 2025 dataset.

Output
Total charge: -1
ΔE to the lowest compared entry with this formula, charge and spin in kJ/mol: 0.00
HOMO (alpha / beta) in Eh: -0.100 / -0.170
Spin multiplicity: 5

CARTESIAN COORDINATES (ANGSTROEM)
Ir: -0.69 0.43 0.22
C: 3.11 -0.59 -0.55
O: 1.95 -0.41 0.23
Si: 1.90 0.15 1.81
C: 2.59 1.90 1.79
C: 3.21 -0.86 2.72
C: 0.16 -0.04 2.34
Si: -0.46 1.30 3.41
C: -0.56 2.97 2.51
C: -2.19 1.01 4.10
C: 0.59 1.55 4.97
Si: -0.22 -1.79 2.71
C: -2.05 -2.20 2.94
C: 0.38 -2.94 1.34
C: 0.54 -2.43 4.33
H: 3.76 -1.35 -0.11
H: 3.67 0.34 -0.65
H: 2.80 -0.91 -1.54
H: 3.65 1.88 1.50
H: 2.53 2.39 2.76
H: 2.05 2.52 1.07
H: 4.21 -0.63 2.36
H: 3.04 -1.93 2.60
H: 3.18 -0.64 3.80
H: -0.67 2.82 1.43
H: 0.34 3.57 2.66
H: -1.42 3.55 2.85
H: -2.91 0.86 3.30
H: -2.51 1.89 4.67
H: -2.23 0.15 4.77
H: 1.64 1.75 4.74
H: 0.55 0.64 5.58
H: 0.22 2.38 5.58
H: -2.65 -1.70 2.19
H: -2.42 -1.90 3.92
H: -2.20 -3.28 2.85
H: 0.03 -2.58 0.37
H: 0.00 -3.96 1.49
H: 1.47 -2.98 1.29
H: 0.17 -1.83 5.17
H: 1.63 -2.38 4.34
H: 0.25 -3.47 4.51
C: -0.57 1.19 -1.55
Ge: 0.15 2.29 -2.88
C: 0.01 4.19 -2.37
C: 0.31 4.54 -1.05
C: 0.23 5.85 -0.61
C: -0.16 6.85 -1.49
C: -0.48 6.53 -2.80
C: -0.40 5.21 -3.24
C: 2.08 2.00 -3.23
C: 2.50 1.01 -4.12
C: 3.85 0.74 -4.31
C: 4.81 1.47 -3.61
C: 4.41 2.47 -2.74
C: 3.06 2.72 -2.55
C: -0.70 2.13 -4.65
C: -1.94 1.50 -4.78
C: -2.59 1.43 -6.01
C: -2.00 2.00 -7.13
C: -0.77 2.63 -7.02
C: -0.13 2.69 -5.79
H: 0.58 3.76 -0.35
H: 0.46 6.09 0.42
H: -0.23 7.88 -1.15
H: -0.80 7.30 -3.49
H: -0.66 4.98 -4.26
H: 1.76 0.43 -4.66
H: 4.15 -0.04 -4.99
H: 5.86 1.26 -3.76
H: 5.15 3.04 -2.20
H: 2.76 3.51 -1.86
H: -2.39 1.05 -3.90
H: -3.55 0.94 -6.09
H: -2.51 1.96 -8.09
H: -0.31 3.07 -7.89
H: 0.85 3.17 -5.72
C: -4.56 -0.31 1.10
P: -3.15 0.50 0.22
C: -3.71 0.11 -1.49
C: -3.67 2.26 0.40
C: -4.50 2.69 1.43
C: -4.83 4.03 1.56
C: -4.35 4.96 0.66
C: -3.52 4.54 -0.37
C: -3.18 3.21 -0.49
H: -4.51 -0.19 2.18
H: -4.52 -1.38 0.89
H: -5.51 0.10 0.74
H: -4.47 0.82 -1.84
H: -4.14 -0.89 -1.51
H: -2.85 0.14 -2.15
H: -4.89 1.98 2.16
H: -5.48 4.35 2.38
H: -4.61 6.01 0.76
H: -3.11 5.26 -1.08
H: -2.50 2.88 -1.28

Which electronic energy belongs to each record? In order, -2545.030283 -2776.071810 -2120.402797 -6227.717250 -4908.047390 Eh.